DFT (ωB97M-V/def2-TZVPD) results for the ion C8H11N4O2 with charge +1 at a distorted geometry.

Summary:
frontier orbital gap (spin up / spin down): 5.7390 / 7.7267 eV
highest occupied orbital energy (spin up / spin down): -9.87 / -13.69 eV
expectation value of S²: 2.012
total charge: +1
spin multiplicity: 3

Element x y z (Å)
C -2.83122 -1.88572 -3.14089
C -0.40559 -1.71963 -0.56515
C -2.58537 0.14412 -1.83462
C 1.30951 0.44289 0.58536
C 0.43971 1.58763 0.06899
C 0.77174 -0.72727 1.32221
C -1.94876 -1.16761 -2.28680
C -0.42351 1.21420 -1.06484
N -3.65727 -2.46496 -3.66747
N -1.60412 -1.90216 -1.06452
N -1.65194 0.85248 -0.85135
N -0.36217 -1.41037 0.74793
O -3.69880 0.51446 -1.82354
O 0.08710 1.15756 -2.22438
H 1.68705 0.03348 -0.24108
H 2.12746 0.91434 1.16652
H -0.19223 2.07147 0.92832
H 1.00037 2.44613 -0.33835
H 1.53308 -1.50119 1.31446
H 0.51877 -0.53069 2.38715
H -1.00589 -1.01195 -2.78264
H -2.54238 -2.19186 -0.60504
H -1.75294 0.90478 0.22621
H -1.25516 -1.45544 1.43503
H 1.04622 1.28551 -2.14934

Cartesian forces (eV/Å) of the 6 atoms listed first:
C -0.5 -0.2 0.1
C -0.7 -0.5 2.0
C 0.8 0.1 1.6
C -0.2 2.5 2.1
C -1.4 2.1 2.1
C -0.5 -1.3 2.0